(1)
71
Properties=species:S:1:pos:R:3:nbo_charge:R:1 method="wB97M-V/def2-TZVPD" smiles="Cc1nn(C)cc1[C@H](C(=O)NC1CCCCC1)N(C(=O)Cc1cccs1)c1ccc(C(C)C)cc1" total_charge=0 max_force_ha_per_bohr=0.250 homo_lumo_gap_ev=7.34
C -1.57 -0.62 2.35 -0.688
C -1.39 0.75 1.71 0.078
N -1.72 1.89 2.43 -0.208
N -1.63 2.86 1.70 -0.113
C -1.95 4.08 2.29 -0.424
C -1.20 2.40 0.35 -0.093
C -1.17 1.11 0.49 -0.208
C -0.77 0.32 -0.61 -0.113
C -1.92 -0.25 -1.58 0.737
O -1.64 -0.75 -2.70 -0.657
N -3.14 -0.08 -1.12 -0.637
C -4.11 -0.91 -1.59 -0.110
C -5.25 0.01 -1.65 -0.388
C -5.91 0.55 -0.41 -0.420
C -6.47 -0.77 0.45 -0.358
C -5.10 -1.71 0.47 -0.420
C -4.51 -2.03 -0.90 -0.426
N 0.33 -0.53 -0.65 -0.498
C -0.03 -1.83 -0.47 0.714
O -1.09 -2.28 -0.34 -0.578
C 1.12 -2.65 -0.23 -0.603
C 2.14 -2.37 0.61 -0.056
C 3.62 -2.62 0.40 -0.252
C 4.34 -1.97 1.70 -0.253
C 3.51 -1.83 2.60 -0.366
S 1.79 -2.08 2.48 0.302
C 1.57 0.02 -0.45 0.202
C 2.21 0.80 0.48 -0.258
C 3.45 1.20 0.52 -0.137
C 4.30 1.06 -1.01 0.058
C 5.76 1.35 -0.76 -0.238
C 5.91 2.49 -2.03 -0.583
C 6.66 0.15 -0.97 -0.609
C 3.83 0.19 -1.83 -0.262
C 2.46 -0.49 -1.75 -0.151
H -2.02 -1.42 1.57 0.256
H -0.61 -0.84 3.09 0.239
H -2.30 -0.51 3.19 0.238
H -1.03 4.73 2.29 0.207
H -2.73 4.59 1.71 0.211
H -2.27 4.18 3.40 0.253
H -1.16 3.29 -0.13 0.232
H -0.37 1.25 -1.23 0.231
H -2.95 0.04 -0.09 0.418
H -3.84 -1.06 -2.71 0.261
H -6.10 -0.37 -2.39 0.202
H -5.02 1.08 -2.09 0.227
H -5.17 1.08 0.32 0.179
H -6.67 1.10 -0.10 0.232
H -6.76 -0.68 1.32 0.171
H -7.20 -1.33 -0.12 0.184
H -4.25 -1.35 1.27 0.199
H -5.37 -2.60 1.22 0.218
H -5.07 -2.59 -1.53 0.223
H -3.56 -2.75 -0.64 0.228
H 0.69 -3.75 0.16 0.267
H 1.58 -2.99 -1.33 0.269
H 4.16 -2.56 -0.50 0.215
H 5.36 -2.03 1.77 0.217
H 3.84 -1.67 3.77 0.220
H 1.69 0.82 1.46 0.216
H 3.80 1.86 1.26 0.205
H 5.92 1.95 0.12 0.210
H 5.17 3.19 -2.00 0.201
H 6.95 2.82 -1.96 0.206
H 5.70 1.78 -2.96 0.187
H 6.59 -0.29 -0.12 0.207
H 6.58 -0.30 -2.08 0.230
H 7.72 0.60 -0.67 0.204
H 4.25 -0.07 -2.59 0.174
H 2.05 -0.70 -2.60 0.181

=====

(2)
68
Properties=species:S:1:pos:R:3:nbo_charge:R:1 method="wB97M-V/def2-TZVPD" total_charge=+2 max_force_ha_per_bohr=0.085 homo_lumo_gap_ev=5.76
C 0.25 2.42 0.87 -0.280
C -0.84 2.45 -0.04 -0.259
C -2.04 2.13 0.68 -0.366
H -0.77 2.73 -1.09 0.290
C -1.68 1.90 2.07 -0.458
C -0.24 2.08 2.18 -0.357
H 0.34 2.07 3.10 0.271
H 1.27 2.67 0.63 0.276
H -3.04 2.12 0.27 0.278
H -2.37 1.75 2.90 0.283
Zr -0.82 0.07 0.93 1.964
C -0.69 -1.38 -0.66 -1.362
H -1.40 -2.20 -0.92 0.273
H 0.28 -1.93 -0.66 0.283
H -0.53 -0.68 -1.53 0.291
Si 1.40 1.48 -3.12 1.221
C 2.76 0.54 -3.89 -0.509
C 3.90 1.22 -4.36 -0.183
H 3.90 2.32 -4.28 0.218
C 4.99 0.50 -4.90 -0.202
H 5.85 1.03 -5.35 0.235
C 4.97 -0.91 -4.87 -0.180
H 5.84 -1.46 -5.25 0.234
C 3.89 -1.59 -4.27 -0.211
H 3.87 -2.68 -4.27 0.226
C 2.81 -0.86 -3.73 -0.186
H 1.99 -1.36 -3.18 0.204
C -0.33 1.44 -3.77 -0.485
C -0.35 2.15 -4.98 -0.179
H 0.49 2.06 -5.66 0.228
C -1.38 3.08 -5.21 -0.194
H -1.30 3.78 -6.05 0.240
C -2.53 3.06 -4.38 -0.184
H -3.33 3.77 -4.58 0.235
C -2.64 2.10 -3.36 -0.217
H -3.59 1.99 -2.81 0.217
C -1.53 1.31 -3.04 -0.215
H -1.61 0.66 -2.16 0.182
H 1.21 0.77 -1.81 -0.268
H 1.81 2.63 -2.37 -0.168
C 2.50 0.07 2.95 -0.935
P 1.10 -0.92 2.36 0.827
C 1.77 -2.57 1.99 -0.927
C -0.02 -1.21 3.82 -0.327
C 0.50 -1.13 5.10 -0.139
C -0.33 -1.23 6.21 -0.167
C -1.71 -1.41 6.05 -0.156
C -2.26 -1.51 4.76 -0.182
C -1.43 -1.42 3.65 -0.341
P -2.28 -1.56 2.01 0.803
C -3.94 -0.82 2.12 -0.922
C -2.46 -3.31 1.70 -0.928
H 3.04 0.43 2.07 0.276
H 3.20 -0.56 3.53 0.270
H 2.17 0.92 3.56 0.265
H 1.95 -3.10 2.93 0.270
H 1.06 -3.12 1.37 0.261
H 2.72 -2.46 1.44 0.275
H 1.58 -0.97 5.24 0.227
H 0.09 -1.17 7.21 0.251
H -2.37 -1.50 6.91 0.252
H -3.34 -1.66 4.63 0.231
H -4.02 -0.19 3.03 0.276
H -4.13 -0.21 1.22 0.265
H -4.64 -1.66 2.13 0.272
H -1.63 -3.84 2.19 0.274
H -2.46 -3.49 0.62 0.273
H -3.44 -3.60 2.13 0.269

=====

(3)
77
Properties=species:S:1:pos:R:3:mulliken_charge:R:1 method="wB97M-V/def2-TZVPD" total_charge=+3 max_force_ha_per_bohr=0.041 homo_lumo_gap_ev="5.01 / 5.01"
Tc 1.86 0.12 2.57 0.482
Br 5.65 -5.80 -0.06 -0.071
C 4.49 -4.50 0.59 -0.324
C 3.11 -4.70 0.52 -0.356
C 2.23 -3.73 0.98 -0.800
C 2.74 -2.56 1.50 0.542
O 1.89 -1.58 1.92 -0.193
C 4.11 -2.36 1.62 0.010
C 4.65 -1.20 2.27 0.255
N 3.96 -0.23 2.78 0.141
C 4.65 0.83 3.46 -0.297
C 5.87 0.75 4.07 -0.488
C 6.45 1.90 4.64 -1.038
C 5.81 3.11 4.57 -0.875
C 4.53 3.20 3.97 0.959
C 3.81 4.41 3.84 -0.443
C 2.58 4.40 3.24 -1.060
C 2.04 3.20 2.80 -0.059
N 2.67 2.03 2.91 0.474
C 3.95 2.04 3.45 0.524
C 4.99 -3.34 1.14 -0.765
H 2.72 -5.62 0.10 0.464
H 1.16 -3.86 0.92 0.529
H 5.73 -1.16 2.36 0.451
H 6.40 -0.19 4.14 0.510
H 7.41 1.82 5.13 0.442
H 6.26 4.00 4.98 0.449
H 4.24 5.33 4.22 0.490
H 2.01 5.31 3.11 0.427
H 1.05 3.18 2.36 0.688
H 6.06 -3.19 1.20 0.524
S -0.76 2.36 4.81 -0.108
As -1.56 0.78 5.74 0.446
S 1.63 -0.28 4.75 0.187
S -0.14 0.88 1.95 -0.109
S -0.15 -1.02 5.29 -0.155
C -0.97 -2.04 -3.15 -1.611
C -1.92 -0.98 -3.75 2.323
C -2.96 -1.67 -4.67 -1.679
C -1.06 -0.03 -4.60 -1.980
Si -2.94 -0.08 -2.46 -1.303
Br 0.18 0.59 -0.23 0.195
C -3.87 -1.07 -1.18 2.373
C -3.40 -2.53 -1.09 -1.935
C -3.75 -0.47 0.23 -1.801
C -5.35 -1.06 -1.64 -1.690
C -3.34 1.72 -2.69 2.265
C -4.14 2.33 -1.52 -1.895
C -4.21 1.75 -3.97 -1.728
C -2.09 2.61 -2.88 -1.525
H -0.29 -2.36 -3.94 0.522
H -1.49 -2.92 -2.80 0.375
H -0.36 -1.64 -2.33 0.233
H -2.41 -2.26 -5.42 0.499
H -3.58 -0.95 -5.21 0.368
H -3.62 -2.36 -4.13 0.351
H -0.57 -0.62 -5.38 0.592
H -0.28 0.46 -4.02 0.374
H -1.65 0.73 -5.11 0.440
H -2.36 -2.62 -0.76 0.351
H -3.52 -3.06 -2.04 0.369
H -4.03 -3.05 -0.36 0.614
H -2.71 -0.42 0.57 0.295
H -4.29 -1.12 0.92 0.515
H -4.19 0.53 0.31 0.332
H -5.48 -1.52 -2.62 0.404
H -5.78 -0.06 -1.66 0.320
H -5.93 -1.65 -0.92 0.512
H -5.08 1.82 -1.34 0.378
H -4.38 3.36 -1.79 0.574
H -3.56 2.35 -0.60 0.349
H -5.12 1.14 -3.88 0.396
H -3.67 1.43 -4.86 0.336
H -4.53 2.78 -4.14 0.515
H -1.50 2.66 -1.96 0.299
H -2.44 3.63 -3.11 0.504
H -1.45 2.30 -3.69 0.323

=====

(4)
81
Properties=species:S:1:pos:R:3:mulliken_charge:R:1 method="wB97M-V/def2-TZVPD" total_charge=-2 max_force_ha_per_bohr=0.005 de_lowest_ev=0.083 homo_lumo_gap_ev=6.23
Li 0.21 -0.96 -0.20 0.934
C 4.74 0.16 3.81 -2.296
C 3.46 -0.55 3.37 1.526
C 3.76 -1.31 2.08 -1.683
C 3.03 -1.50 4.50 -1.725
N 2.39 0.47 3.16 0.544
C 2.54 1.82 3.41 -0.003
C 1.37 2.41 3.12 -1.577
N 0.48 1.44 2.68 0.021
B -0.90 2.04 2.18 0.255
N -0.59 3.05 1.07 0.235
C -1.15 4.31 1.06 -1.426
C -0.84 4.90 -0.10 -0.158
N -0.09 3.99 -0.84 0.612
C 0.07 2.84 -0.11 -0.422
S 1.00 1.48 -0.48 -0.149
C 0.21 4.30 -2.27 1.463
C 1.10 3.28 -2.97 -2.273
C 0.92 5.65 -2.32 -1.721
C -1.13 4.36 -3.00 -1.463
N -2.00 1.02 1.79 0.812
C -2.35 0.03 2.68 -1.672
C -3.31 -0.72 2.13 0.054
N -3.58 -0.19 0.88 0.625
C -2.82 0.93 0.70 0.185
S -3.06 2.12 -0.50 -0.481
C -4.66 -0.73 0.00 1.197
C -4.23 -0.76 -1.47 -1.515
C -5.90 0.14 0.20 -1.695
C -4.94 -2.17 0.40 -1.877
C 1.11 0.24 2.71 0.303
S 0.46 -1.27 2.31 -0.356
H 5.50 -0.60 3.96 0.476
H 4.61 0.71 4.75 0.510
H 5.10 0.84 3.03 0.441
H 4.65 -1.91 2.22 0.516
H 3.92 -0.62 1.24 0.424
H 2.93 -1.96 1.80 0.277
H 3.81 -2.24 4.66 0.458
H 2.11 -2.01 4.23 0.309
H 2.88 -0.95 5.43 0.394
H 3.46 2.26 3.74 0.480
H 1.09 3.44 3.15 0.470
H -1.31 2.69 3.13 -0.268
H -1.74 4.66 1.89 0.523
H -1.13 5.86 -0.48 0.481
H 2.05 3.15 -2.48 0.467
H 1.26 3.66 -3.99 0.566
H 0.63 2.30 -3.03 0.442
H 1.86 5.60 -1.76 0.374
H 0.32 6.46 -1.91 0.378
H 1.15 5.90 -3.35 0.462
H -1.66 3.42 -2.88 0.249
H -0.96 4.55 -4.07 0.472
H -1.77 5.16 -2.61 0.328
H -1.81 -0.11 3.60 0.669
H -3.75 -1.63 2.49 0.428
H -4.19 0.23 -1.91 0.353
H -4.97 -1.36 -2.01 0.531
H -3.26 -1.24 -1.55 0.145
H -5.69 1.17 -0.09 0.269
H -6.22 0.12 1.24 0.340
H -6.72 -0.25 -0.42 0.470
H -4.03 -2.78 0.33 0.359
H -5.67 -2.58 -0.30 0.487
H -5.37 -2.25 1.40 0.381
O -2.09 -4.08 -0.50 -0.848
C -1.23 -3.19 -0.60 0.190
O -1.39 -1.94 -0.48 -0.527
C 0.21 -3.64 -0.90 0.463
C 0.52 -4.98 -1.01 -0.582
C 1.83 -5.34 -1.28 -0.295
C 2.77 -4.34 -1.45 -0.631
C 2.39 -3.01 -1.31 0.436
N 1.13 -2.68 -1.02 -0.106
C 3.43 -1.88 -1.49 0.023
O 4.52 -2.24 -1.99 -0.852
O 3.06 -0.75 -1.11 -0.530
H -0.28 -5.70 -0.88 0.465
H 2.11 -6.38 -1.37 0.371
H 3.81 -4.53 -1.69 0.484

=====

Result set for E: -1855.51165 -2107.16517 -10619.85939 -3000.73118 a.u., one per record in the order listed.